Record 1
2 unconnected molecules or ions with the total composition C3H8NO3, computed with ωB97M-V/def2-TZVPD.

CARTESIAN COORDINATES (ANGSTROEM)
C 1.3716 -0.6064 -0.4251
C -1.5083 -0.9422 0.1261
C -0.9497 -0.4917 -1.1746
N 1.0924 1.7575 0.8688
O 1.5149 -1.0598 0.7841
O 2.5933 -0.6402 -0.0628
O 0.5951 -0.3514 -1.2768
H -2.5110 -0.9315 -0.0305
H -1.0206 -1.8138 0.4083
H -1.2384 -0.2336 1.0269
H -1.4215 0.5187 -1.2910
H -1.0590 -1.2058 -1.8946
H 0.3160 1.3386 1.3840
H 0.7319 2.2494 0.0655
H 1.4934 2.4123 1.4919

Results
relative energy (zero: lowest compared OMol25 entry of this formula, charge and spin)	6.840	eV
charge	+1

Results of the natural (NBO) charge analysis, in e, for atoms 1 through 6: 1.0780 -0.6401 -0.0254 -1.1030 -0.1457 -0.1010

=====

Record 2
A molecular structure, C43H36ClN2P2PtS, computed with ωB97M-V/def2-TZVPD.

CARTESIAN COORDINATES (ANGSTROEM)
Pt 0.2752 -0.9996 0.4062
Cl 0.3508 -0.6896 3.4464
C 0.1418 1.0175 3.7079
C -0.1042 1.4512 5.0011
C -0.1935 2.8085 5.2571
C 0.0070 3.7280 4.2385
C 0.2530 3.2842 2.9494
C 0.2749 1.9188 2.6463
P 0.4321 1.3629 0.9053
C 1.8557 2.3713 0.3765
C 1.7530 3.4127 -0.5388
C 2.8847 4.1415 -0.8919
C 4.1178 3.8265 -0.3426
C 4.2249 2.7798 0.5686
C 3.0998 2.0558 0.9243
C -0.9786 2.1094 -0.0005
C -1.7615 3.1638 0.4630
C -2.7930 3.6700 -0.3183
C -3.0602 3.1278 -1.5663
C -2.2898 2.0723 -2.0387
C -1.2585 1.5662 -1.2601
H -0.2089 0.7296 5.8016
H -0.3944 3.1503 6.2656
H -0.0276 4.7907 4.4445
H 0.4478 3.9997 2.1592
H 0.7943 3.6575 -0.9800
H 2.7990 4.9563 -1.6008
H 4.9971 4.3916 -0.6241
H 5.1878 2.5305 0.9989
H 3.1807 1.2345 1.6322
H -1.5860 3.5879 1.4410
H -3.3944 4.4918 0.0531
H -3.8701 3.5208 -2.1693
H -2.4946 1.6384 -3.0108
H -0.6620 0.7437 -1.6332
C -3.1970 -6.5811 2.7177
C -1.8268 -6.4390 2.5451
C -1.2996 -5.2051 2.1903
C -2.1485 -4.1133 1.9992
C -3.5221 -4.2521 2.1775
C -4.0392 -5.4907 2.5382
P -1.4576 -2.5796 1.3008
C -2.7049 -1.3038 1.6961
C -3.2764 -0.5004 0.7175
C -4.1695 0.5024 1.0758
C -4.4873 0.7142 2.4096
C -3.9213 -0.0892 3.3948
C -3.0312 -1.0936 3.0392
C -1.5546 -2.8699 -0.4674
C -2.3526 -3.7314 -1.2108
C -2.1056 -3.8514 -2.5709
C -1.0538 -3.1469 -3.1467
C -0.2325 -2.3158 -2.3864
C -0.4879 -2.1874 -1.0314
H -3.6115 -7.5424 2.9950
H -1.1676 -7.2887 2.6771
H -0.2308 -5.0875 2.0480
H -4.1839 -3.4085 2.0271
H -5.1094 -5.5997 2.6652
H -3.0426 -0.6695 -0.3273
H -4.6181 1.1171 0.3045
H -5.1698 1.5101 2.6851
H -4.1834 0.0594 4.4359
H -2.5981 -1.7321 3.8040
H -3.1498 -4.2939 -0.7366
H -2.7189 -4.5052 -3.1785
H -0.8557 -3.2550 -4.2068
H 0.5934 -1.8043 -2.8557
N 4.2433 -1.2584 -0.4761
C 3.6843 -0.6595 -1.5412
S 2.0431 -0.2727 -1.5360
N 4.5257 -0.3661 -2.5480
C 4.3014 0.3091 -3.7900
C 5.3492 1.0951 -4.2577
C 5.2501 1.7434 -5.4786
C 4.1001 1.6070 -6.2448
C 3.0602 0.8173 -5.7757
C 3.1520 0.1651 -4.5530
H 3.6403 -1.5805 0.2592
H 5.2154 -1.5133 -0.4452
H 5.5005 -0.5446 -2.3694
H 6.2483 1.2056 -3.6566
H 6.0771 2.3484 -5.8306
H 4.0212 2.1027 -7.2043
H 2.1669 0.6871 -6.3756
H 2.3360 -0.4537 -4.2135

Results
relative energy (zero: lowest compared OMol25 entry of this formula, charge and spin)	2.231	eV
charge	+1

Results of the Mulliken charge analysis, in e, for atoms 1 through 6: 0.8266 -0.1837 1.0193 -0.5913 -0.5857 -0.7900

=====

Record 3
2 unconnected molecules or ions with the total composition C4H12NS, computed with ωB97M-V/def2-TZVPD.

CARTESIAN COORDINATES (ANGSTROEM)
C 1.6188 1.2143 -1.4981
C 0.6026 0.1760 -1.9367
N 0.7032 -1.0317 -1.1180
C -0.4504 -1.8999 -1.3640
H 1.6270 2.0942 -2.1473
H 2.6339 0.8120 -1.5468
H 1.3809 1.4978 -0.4718
H 0.7540 -0.1121 -2.9896
H -0.4252 0.5734 -1.8984
H 0.5325 -0.6953 -0.1549
H -0.6120 -2.5484 -0.5037
H -1.3739 -1.3197 -1.5056
H -0.2840 -2.5307 -2.2451
C -1.1891 0.9615 2.9971
S -0.5860 0.2357 1.4096
H -2.1279 0.4850 3.2904
H -0.4542 0.8253 3.7894
H -1.4097 2.0205 2.8421

Results
relative energy (zero: lowest compared OMol25 entry of this formula, charge and spin)	0.495	eV
charge	-1

Results of the natural (NBO) charge analysis, in e, for atoms 1 through 6: -0.6251 -0.2137 -0.6567 -0.4160 0.1843 0.1916

=====

Record 4
8 unconnected molecules or ions with the total composition C70H94F7N2, computed with ωB97M-V/def2-TZVPD.

CARTESIAN COORDINATES (ANGSTROEM)
C -6.1111 9.1543 -0.2743
C -6.2394 7.6642 -0.5169
C -4.9151 6.9460 -0.3636
C -5.0180 5.5082 -0.8793
C -4.1441 4.5155 -0.0973
C -2.8262 4.1465 -0.7976
C -2.7206 2.6440 -1.0187
C -1.2943 2.1884 -1.3721
C -0.6227 1.4891 -0.2291
N 0.7461 2.0132 0.1205
C 1.5510 0.9133 0.8394
C 2.7608 0.7300 -0.0532
C 3.7964 -0.3060 0.3665
C 4.6072 0.1292 1.6093
C 6.0549 0.5104 1.2595
C 7.2173 -0.0589 2.0868
C 7.0906 -0.0666 3.6062
C 8.3665 -0.6717 4.1897
C 8.4187 -0.6322 5.7023
C 0.4847 -0.2023 0.9259
C 0.9512 -1.5720 1.3234
N -0.0537 -2.2430 2.1176
C -0.0859 -3.6885 1.9486
C -0.3557 0.0127 -0.3370
C -1.6269 -0.7917 -0.5366
C -1.3906 -2.1399 -1.1706
C -2.7047 -2.9181 -1.3514
C -2.5746 -4.4259 -1.1749
C -3.1439 -5.0082 0.1258
C -4.5020 -4.4812 0.5293
H -5.6397 9.3393 0.6786
H -5.5454 9.6241 -1.0649
H -7.1013 9.5924 -0.2850
H -6.6301 7.4937 -1.5105
H -6.9094 7.2644 0.2330
H -4.6359 6.9286 0.6826
H -4.1548 7.4829 -0.9213
H -4.7160 5.4721 -1.9138
H -6.0429 5.1845 -0.7516
H -3.9476 4.9182 0.8855
H -4.7088 3.6073 0.0678
H -2.0195 4.4174 -0.1227
H -2.7529 4.6782 -1.7364
H -3.3997 2.3532 -1.8087
H -3.0768 2.1655 -0.1148
H -0.7529 3.0744 -1.6772
H -1.3930 1.5162 -2.2098
H -1.1902 1.6252 0.6831
H 1.1923 2.3023 -0.7552
H 0.6522 2.8912 0.6282
H 1.7345 1.3161 1.8234
H 3.2862 1.6819 -0.0400
H 2.4510 0.5571 -1.0750
H 3.3937 -1.2933 0.5101
H 4.4921 -0.3913 -0.4568
H 4.1449 0.9869 2.0823
H 4.5593 -0.6610 2.3414
H 6.2474 0.2556 0.2265
H 6.1309 1.5867 1.3337
H 8.0679 0.5778 1.8770
H 7.4981 -1.0597 1.7721
H 7.0112 0.9473 3.9867
H 6.2606 -0.6706 3.9478
H 9.2271 -0.1599 3.7783
H 8.4408 -1.7106 3.8883
H 7.4816 -0.9170 6.1631
H 9.1650 -1.3339 6.0514
H 8.7387 0.3297 6.0754
H -0.1973 0.0975 1.7216
H 1.2980 -2.1643 0.4762
H 1.8202 -1.4313 1.9619
H -0.9723 -1.8645 1.9383
H 0.1172 -4.0033 0.9261
H 0.6663 -4.1414 2.5655
H -1.0377 -4.0538 2.2996
H 0.2351 -0.1968 -1.2294
H -2.3141 -0.2214 -1.1470
H -2.1084 -0.9214 0.4331
H -0.9871 -1.9520 -2.1610
H -0.6601 -2.7319 -0.6342
H -3.4551 -2.4750 -0.7107
H -3.0349 -2.7316 -2.3646
H -1.5129 -4.6458 -1.1682
H -2.9872 -4.9848 -2.0041
H -2.4253 -4.9349 0.9266
H -3.2612 -6.0720 -0.0439
H -4.8122 -4.9793 1.4358
H -4.4520 -3.4338 0.7954
H -5.2482 -4.6050 -0.2425
F -4.5345 -8.3181 -2.2927
C -3.6953 -9.2093 -1.7230
C -2.3516 -8.9083 -1.6542
C -1.4875 -9.8201 -1.0666
C -1.9767 -11.0179 -0.5658
C -3.3332 -11.3009 -0.6486
C -4.2057 -10.3906 -1.2271
H -1.9903 -7.9717 -2.0588
H -0.4319 -9.5945 -0.9998
H -1.3015 -11.7297 -0.1112
H -3.7158 -12.2355 -0.2619
H -5.2666 -10.5894 -1.2954
F 1.2643 2.0170 -2.9045
C 1.0766 1.2854 -4.0434
C 0.4707 1.8872 -5.1229
C 0.2817 1.1391 -6.2754
C 0.6905 -0.1862 -6.3237
C 1.2950 -0.7680 -5.2188
C 1.4964 -0.0265 -4.0638
H 0.1548 2.9202 -5.0609
H -0.1857 1.5939 -7.1374
H 0.5384 -0.7651 -7.2236
H 1.6118 -1.8010 -5.2541
H 1.9741 -0.4586 -3.1930
F -7.3554 3.1526 -6.8910
C -7.0275 2.9824 -5.5986
C -7.9649 2.4568 -4.7331
C -7.6191 2.2802 -3.4023
C -6.3546 2.6359 -2.9552
C -5.4284 3.1664 -3.8442
C -5.7621 3.3389 -5.1789
H -8.9468 2.1929 -5.1012
H -8.3404 1.8639 -2.7126
H -6.0926 2.5003 -1.9133
H -4.4431 3.4494 -3.4972
H -5.0557 3.7442 -5.8907
F 7.8455 5.3880 -0.6526
C 6.6268 5.0582 -1.1081
C 5.6507 6.0329 -1.1754
C 4.3944 5.6887 -1.6496
C 4.1287 4.3827 -2.0396
C 5.1260 3.4197 -1.9598
C 6.3884 3.7544 -1.4950
H 5.8784 7.0423 -0.8612
H 3.6225 6.4434 -1.7167
H 3.1460 4.1166 -2.4105
H 4.9201 2.4005 -2.2626
H 7.1812 3.0213 -1.4317
F 3.8512 -9.3916 3.1872
C 4.0690 -8.1169 3.5597
C 4.8923 -7.3254 2.7842
C 5.1080 -6.0106 3.1694
C 4.5152 -5.5114 4.3202
C 3.6991 -6.3303 5.0895
C 3.4654 -7.6432 4.7073
H 5.3546 -7.7378 1.8976
H 5.7486 -5.3749 2.5730
H 4.6942 -4.4869 4.6196
H 3.2411 -5.9462 5.9914
H 2.8267 -8.2957 5.2873
F -9.6527 11.0079 0.2890
C -10.2295 10.2604 -0.6733
C -10.8153 10.8905 -1.7517
C -11.4022 10.1132 -2.7390
C -11.4031 8.7291 -2.6337
C -10.8103 8.1181 -1.5382
C -10.2142 8.8869 -0.5499
H -10.8098 11.9703 -1.8113
H -11.8609 10.5912 -3.5936
H -11.8656 8.1286 -3.4051
H -10.8118 7.0400 -1.4508
H -9.7407 8.4299 0.3091
F 7.6322 -4.1052 4.3604
C 8.6292 -4.8519 4.8868
C 9.9351 -4.4628 4.6927
C 10.9490 -5.2338 5.2416
C 10.6426 -6.3781 5.9637
C 9.3186 -6.7503 6.1425
C 8.2974 -5.9810 5.6051
H 10.1541 -3.5706 4.1208
H 11.9801 -4.9390 5.1044
H 11.4359 -6.9785 6.3871
H 9.0775 -7.6434 6.7022
H 7.2571 -6.2489 5.7374

Results
charge	+1

Results of the Mulliken charge analysis, in e, for atoms 1 through 6: -1.2651 -0.3552 -0.8919 -0.4936 -1.0712 -0.6390

=====

Orbital gap values (in hartree) by entry order: 0.38421; 0.24102; 0.24956; 0.29440.